1.
DFT (wB97M-V/def2-TZVPD) results for a cluster of 2 separate species, C7H5BrN4O3 in total in a non-equilibrium geometry.

- E: -89479.375 eV
- Kohn-Sham gap (spin up / spin down): 7.09 / 7.67 eV
- 2S+1: 1
- Lowest unoccupied orbital energy (spin up / spin down): -1.1904 / -0.5546 eV

Last column: Löwdin charge in e.
CARTESIAN COORDINATES (ANGSTROEM)
Br (-3.36444, 0.11553, 0.42105)  0.72
O (2.40257, 0.85033, -0.86550)  0.09
O (-1.55631, 0.58748, -2.54987)  0.20
O (-2.06567, -1.60820, -2.96669)  0.19
N (0.30013, -0.81513, 0.06422)  0.04
N (1.92662, 2.14472, 0.90656)  0.12
N (0.05794, 1.81575, 2.20977)  0.09
N (-0.42138, -1.76169, 0.26942)  0.03
C (-1.81655, -0.48971, -2.82921)  -0.46
C (1.21721, 2.29856, 2.06674)  -0.15
C (0.43661, 0.39850, 0.26440)  -0.11
C (-1.88993, 0.95635, 1.22003)  -0.42
C (-0.24198, -2.97018, -0.65611)  -0.01
C (-0.64508, 1.22651, 1.26704)  -0.36
C (1.64739, 1.14869, 0.03149)  -0.47
H (1.81035, 2.78730, 2.85073)  0.14
H (2.86070, 2.63724, 0.77680)  0.19
H (0.70726, -3.35822, -0.52400)  0.06
H (-0.23873, -2.48362, -1.59113)  0.04
H (-1.12672, -3.48019, -0.36575)  0.07



2.
DFT (wB97M-V/def2-TZVPD) results for a cluster of 2 separate species, C7H11Cl2NO in total in a non-equilibrium geometry.

- E: -36014.243 eV
- Kohn-Sham gap (spin up / spin down): 8.50 / 7.15 eV
- 2S+1: 1
- Lowest unoccupied orbital energy (spin up / spin down): 0.6159 / 0.0260 eV

Last column: Löwdin charge in e.
CARTESIAN COORDINATES (ANGSTROEM)
Cl (0.88923, -1.96351, -0.82386)  0.73
Cl (-3.76111, -0.71925, 0.18809)  0.69
O (-0.51547, 1.12825, 1.16654)  -0.10
N (-0.13937, 0.86745, -0.11747)  0.07
C (2.84557, -0.09547, -0.37660)  -0.11
C (1.67355, -0.87870, 0.20054)  -0.78
C (1.60387, -1.12110, 1.63792)  -0.13
C (-2.21970, 0.03729, 0.33550)  -0.70
C (-1.77624, 0.60609, 1.43886)  -0.10
C (-1.29014, 0.28857, -0.75057)  -0.45
C (-1.90985, 1.15490, -1.91983)  -0.03
H (-1.46638, 1.11754, -2.89593)  0.06
H (-2.96142, 0.87136, -2.13106)  0.07
H (3.81499, -0.63910, -0.21101)  0.09
H (2.79981, 0.86468, 0.07893)  0.07
H (0.67326, -1.47758, 1.97248)  0.07
H (-1.99825, 2.16469, -1.52544)  0.08
H (2.55641, -1.64206, 1.86617)  0.11
H (2.89939, -0.20436, -1.44722)  0.06
H (1.66335, -0.22893, 2.14411)  0.05
H (-2.26298, 0.74125, 2.39943)  0.13
H (-1.11852, -0.87202, -1.22958)  0.13



3.
DFT (wB97M-V/def2-TZVPD) results for a structure of composition C33H27N4O4Ta in a non-equilibrium geometry.

- E: -50351.173 eV
- Total charge: +2
- Kohn-Sham gap: 6.60 eV
- 2S+1: 1
- Lowest unoccupied orbital energy: -6.7486 eV

Last column: Löwdin charge in e.
CARTESIAN COORDINATES (ANGSTROEM)
Ta (0.50628, -0.45267, 0.88351)  1.97
O (-0.08101, 1.57558, 2.18846)  -0.21
O (1.83643, -0.62211, -0.47307)  -0.20
O (-1.39553, -0.33284, 0.96434)  -0.24
O (1.81694, -0.13120, 2.16581)  -0.24
N (0.61606, -2.38425, 2.16174)  -0.05
N (0.14059, 1.32082, -0.42211)  -0.03
N (0.18096, 1.27902, -1.68294)  0.15
N (-0.21433, -2.24160, -0.28486)  -0.09
C (-3.32685, 0.65692, -0.00754)  0.02
C (-0.22295, 1.66552, 3.62032)  0.00
C (-4.11406, -0.13139, -2.16207)  -0.04
C (-0.55096, 2.47684, 0.08207)  -0.17
C (0.82120, 0.29778, -2.39178)  -0.14
C (2.41181, -1.80734, 5.32679)  0.00
C (2.31790, -1.45813, -3.94417)  0.04
C (-1.44401, 3.58838, 2.01865)  0.01
C (-0.40188, 1.11829, -5.83434)  -0.04
C (1.23845, -0.62510, -5.99874)  -0.01
C (-0.70753, 2.55872, 1.45535)  -0.23
C (1.92204, -1.53212, 4.04566)  -0.15
C (0.63562, 0.31009, -3.82175)  -0.09
C (3.26299, -0.91320, 5.94412)  -0.04
C (-1.99222, 4.55364, 1.18620)  -0.03
C (0.09730, -3.62331, 1.54844)  -0.15
C (2.31496, -0.36347, 3.41173)  -0.30
C (1.39367, -0.59636, -4.59312)  -0.15
C (-1.08916, 3.45344, -0.74305)  0.01
C (0.35552, 0.21717, -6.61034)  -0.04
C (1.70703, -0.59706, -1.81729)  -0.28
C (-1.23529, -2.23930, -1.05994)  -0.02
C (-2.30879, -0.27505, -0.05928)  -0.28
C (3.65627, 0.24252, 5.26712)  -0.01
C (1.15334, -2.51925, 3.32680)  -0.02
C (-3.11628, -1.08475, -2.18378)  0.00
C (2.48520, -1.46541, -2.58663)  0.02
C (0.41969, -3.50875, 0.07194)  -0.15
C (-4.21790, 0.72840, -1.06862)  -0.02
C (3.19211, 0.52839, 3.98918)  0.02
C (-0.27316, 1.16834, -4.47158)  -0.02
C (-2.19118, -1.15296, -1.13766)  -0.15
C (-1.80838, 4.49584, -0.18997)  -0.04
H (0.55284, -4.50492, 1.99703)  0.13
H (-1.58266, 3.65921, 3.08668)  0.12
H (3.49749, 1.41648, 3.45283)  0.14
H (-3.40870, 1.31650, 0.84652)  0.13
H (0.33134, 0.84034, 4.04657)  0.08
H (0.23893, 0.19920, -7.68535)  0.12
H (-1.09595, 1.78659, -6.32728)  0.12
H (3.20815, -2.10592, -2.09988)  0.13
H (-0.98429, -3.67356, 1.68480)  0.14
H (0.19642, 2.60737, 3.96771)  0.12
H (1.83311, -1.32004, -6.57860)  0.13
H (-2.55815, 5.36463, 1.62482)  0.12
H (1.08148, -3.49688, 3.80406)  0.15
H (3.63775, -1.11673, 6.93691)  0.12
H (-1.27393, 1.58610, 3.89396)  0.12
H (-5.01314, 1.46233, -1.03877)  0.12
H (-4.82387, -0.06699, -2.97474)  0.12
H (4.34290, 0.93161, 5.74157)  0.13
H (-3.04197, -1.78646, -3.00672)  0.13
H (-1.45256, -3.14436, -1.62863)  0.16
H (2.91466, -2.12741, -4.55293)  0.13
H (0.01993, -4.34216, -0.50514)  0.14
H (-2.22462, 5.25990, -0.83104)  0.12
H (-0.86467, 1.86371, -3.89319)  0.10
H (1.49749, -3.44462, -0.08525)  0.13
H (2.12259, -2.72749, 5.82050)  0.13
H (-0.94148, 3.38549, -1.81001)  0.11



4.
DFT (wB97M-V/def2-TZVPD) results for a cluster of 2 separate species, C2H6IOP in total in a non-equilibrium geometry.

- E: -21606.104 eV
- Kohn-Sham gap: 8.59 eV
- 2S+1: 1
- Lowest unoccupied orbital energy: -0.0306 eV

Last column: Löwdin charge in e.
CARTESIAN COORDINATES (ANGSTROEM)
I (2.38535, 0.07357, 0.05450)  0.68
P (-0.50404, -1.17734, -1.13413)  0.80
O (-0.58304, 1.84894, 0.19290)  -0.17
C (-0.56259, -1.26714, 0.67155)  -0.44
C (0.84307, -0.20148, -1.46659)  -0.88
H (1.32542, -0.11542, -2.41999)  -0.07
H (-1.32123, -1.79658, 1.23000)  0.04
H (-0.58317, -0.28450, 0.95712)  -0.05
H (0.09866, 2.59092, 0.28703)  0.08
H (0.39154, -1.55757, 1.08103)  -0.03
H (-1.48996, 1.88660, 0.54658)  0.05



5.
DFT (wB97M-V/def2-TZVPD) results for a structure of composition C3H5O3S in a non-equilibrium geometry.

- E: -20169.920 eV
- Total charge: -1
- Kohn-Sham gap: 7.11 eV
- 2S+1: 1
- Lowest unoccupied orbital energy: 3.7116 eV

Last column: Löwdin charge in e.
CARTESIAN COORDINATES (ANGSTROEM)
S (1.38649, 0.49078, 1.55280)  0.77
O (-1.23587, -1.71841, 0.61497)  -0.08
O (1.93517, -0.33342, 0.30395)  -0.61
O (0.37770, -1.65949, -0.97210)  -0.06
C (-0.77408, -1.84193, -0.52769)  -0.59
C (0.06273, 1.47540, 0.99337)  -0.53
C (-0.17926, 1.65515, -0.30793)  -0.12
H (1.30728, -1.10216, -0.27104)  0.01
H (-0.69150, 1.71556, 1.72575)  0.04
H (-1.53204, -2.27966, -1.25624)  0.11
H (0.48003, 1.54707, -1.07642)  0.00
H (-1.13664, 2.05109, -0.77942)  0.06



6.
DFT (wB97M-V/def2-TZVPD) results for a structure of composition C41H42N6OTeV in a non-equilibrium geometry.

- E: -87157.458 eV
- Total charge: +2
- Kohn-Sham gap (spin up / spin down): 8.19 / 8.53 eV
- 2S+1: 4
- Lowest unoccupied orbital energy (spin up / spin down): -4.8042 / -5.0719 eV
- Expectation value of S²: 3.759

Last column: Löwdin charge in e.
CARTESIAN COORDINATES (ANGSTROEM)
Te (0.80912, -0.34302, -0.09012)  1.90
V (-1.98066, -0.06406, 0.70865)  0.75
O (-0.91120, -0.94923, 2.14447)  -0.16
N (-2.27731, 0.65653, -1.23971)  0.05
N (-3.52039, -1.37942, 0.34895)  0.06
N (-0.00789, 0.98026, 1.24899)  -0.18
N (-2.68629, 2.43497, -2.49262)  0.20
N (-5.60483, -1.78701, -0.24623)  0.20
N (-3.82286, 1.31059, 0.86847)  -0.08
C (-1.67360, 0.46825, -2.50331)  -0.22
C (-4.89256, -2.95802, -0.52681)  -0.16
C (1.54518, 2.26051, -1.64527)  -0.27
C (-0.82601, 2.28755, 6.02985)  -0.05
C (4.42080, 3.13473, -4.00099)  -0.03
C (3.50504, 2.34917, -3.10255)  -0.23
C (-2.96128, -4.86343, -0.84825)  -0.06
C (3.70289, 0.99110, -2.89244)  0.00
C (-0.11155, 1.10132, 5.92143)  -0.05
C (-0.66867, 0.98783, 3.59470)  -0.18
C (-1.45817, 2.82947, 4.91708)  -0.06
C (-2.58637, -3.65052, -0.31027)  0.00
C (2.37679, -0.95662, 1.13502)  -0.33
C (-1.36886, 2.18373, 3.69398)  -0.04
C (3.55580, -2.78572, 2.09912)  0.01
C (0.39134, 3.04467, -1.07053)  -0.04
C (-0.51364, 0.29337, 2.29563)  -0.63
C (4.38711, -0.55696, 2.33176)  0.01
C (-1.39533, 1.73470, -4.57108)  0.01
C (1.43776, -3.33339, 0.89774)  -0.07
C (3.31535, -0.03415, 1.60984)  -0.26
C (-5.28766, -4.17665, -1.06713)  0.01
C (-1.01322, -0.63719, -3.03770)  -0.05
C (-3.58436, -2.69117, -0.15277)  -0.19
C (-0.03423, 0.44229, 4.70317)  -0.01
C (1.83052, 0.91319, -1.41835)  -0.33
C (-0.51503, -0.51985, -4.31670)  -0.05
C (-2.88011, 1.82047, -1.31864)  -0.31
C (-4.73529, -0.90288, 0.26817)  -0.29
C (2.46629, -2.33603, 1.37293)  -0.30
C (3.17923, -1.23561, -1.96333)  -0.04
C (2.87107, 0.24485, -2.06816)  -0.29
C (-5.05793, 0.48391, 0.74414)  -0.06
C (2.41364, 2.94986, -2.48660)  0.00
C (-0.68461, 0.66098, -5.06673)  -0.05
C (-4.29432, -5.12134, -1.22020)  -0.06
C (4.53291, -1.91369, 2.57844)  -0.23
C (-3.66897, 2.36316, -0.16764)  -0.08
C (-1.89357, 1.59421, -3.27963)  -0.17
C (5.70523, -2.43971, 3.35886)  -0.03
C (3.27570, 1.46394, 1.42547)  -0.03
H (2.50556, -1.84174, -1.34910)  0.02
H (2.22010, 4.00250, -2.66655)  0.13
H (-3.06063, 3.33168, -2.75850)  0.18
H (3.64526, -3.84765, 2.30084)  0.13
H (-2.22099, -5.64081, -0.97997)  0.11
H (1.67711, -4.32538, 1.27350)  0.09
H (4.20927, 2.92000, -5.05015)  0.09
H (-4.54749, -6.08878, -1.63156)  0.12
H (0.50941, -0.49018, 4.61459)  0.13
H (0.43900, -3.08014, 1.26179)  0.06
H (0.38413, 0.68494, 6.78812)  0.12
H (-0.46824, 2.43061, -0.81347)  0.03
H (6.24799, -3.19089, 2.78419)  0.09
H (-1.56445, -3.46274, -0.00153)  0.10
H (-4.63674, 2.73749, -0.50898)  0.14
H (-1.81968, 2.62652, 2.81234)  0.10
H (3.71487, 1.94124, 2.30082)  0.09
H (3.86246, 1.76299, 0.55368)  0.10
H (1.39928, -3.40928, -0.19300)  0.07
H (4.52784, 0.48686, -3.38658)  0.14
H (-1.56490, 2.62445, -5.16288)  0.12
H (-0.88749, 2.79420, 6.98386)  0.12
H (-5.78864, 0.96932, 0.09567)  0.13
H (-0.92810, -1.56647, -2.48736)  0.10
H (-0.27189, 0.71599, -6.06495)  0.12
H (-3.85525, 1.77278, 1.76998)  0.12
H (-3.13647, 3.20379, 0.28079)  0.14
H (-0.00425, -1.36140, -4.76586)  0.12
H (4.17653, -1.39390, -1.55080)  0.11
H (-2.00659, 3.75823, 5.00169)  0.11
H (0.08123, 3.79237, -1.80056)  0.09
H (5.12761, 0.13481, 2.71907)  0.13
H (-5.50940, 0.40863, 1.73429)  0.15
H (6.40022, -1.64507, 3.62147)  0.08
H (5.46428, 2.87654, -3.82266)  0.09
H (5.36941, -2.91774, 4.28014)  0.09
H (2.27109, 1.86467, 1.31220)  0.05
H (-6.31117, -4.37997, -1.35248)  0.12
H (3.15497, -1.67927, -2.95945)  0.10
H (-6.59448, -1.64511, -0.36682)  0.18
H (4.30226, 4.20622, -3.85058)  0.08
H (0.68196, 3.56969, -0.15836)  0.10



Which formula does entry 3 have?
C33H27N4O4Ta